{
  "formula": "C32H92F2N9O13S2",
  "method": "the ωB97M-V functional and the def2-TZVPD basis",
  "homo_lumo_gap_ev": 9.59,
  "multiplicity": 1,
  "e_tot_ev": -101732.13855,
  "homo_energy_ha": -0.78823,
  "fmax_ha_per_bohr": 0.0933,
  "total_charge": 7,
  "species": ["C", "C", "C", "O", "C", "N", "H", "H", "H", "H", "H", "H", "H", "H", "H", "H", "H", "H", "C", "C", "C", "O", "C", "N", "H", "H", "H", "H", "H", "H", "H", "H", "H", "H", "H", "H", "C", "C", "C", "O", "C", "N", "H", "H", "H", "H", "H", "H", "H", "H", "H", "H", "H", "H", "C", "C", "C", "O", "C", "N", "H", "H", "H", "H", "H", "H", "H", "H", "H", "H", "H", "H", "C", "C", "C", "O", "C", "N", "H", "H", "H", "H", "H", "H", "H", "H", "H", "H", "H", "H", "C", "C", "O", "N", "H", "H", "C", "H", "H", "H", "H", "H", "H", "C", "C", "O", "N", "H", "H", "C", "H", "H", "H", "H", "H", "H", "C", "O", "C", "C", "N", "H", "H", "C", "C", "O", "C", "H", "H", "H", "H", "H", "H", "H", "H", "H", "H", "H", "H", "H", "H", "N", "S", "O", "O", "F", "S", "O", "O", "F"],
  "xyz": [[24.8440, 10.9152, 11.2753], [23.5835, 10.0910, 11.5203], [22.3205, 10.7811, 11.0554], [21.3036, 10.7886, 12.0338], [20.0990, 11.1613, 11.4477], [23.7314, 8.7694, 10.7203], [23.9192, 8.8772, 9.7074], [24.5441, 8.2024, 10.9864], [22.9281, 8.1509, 10.9413], [24.8908, 11.1132, 10.2106], [25.7098, 10.3526, 11.5967], [24.7577, 11.8598, 11.8326], [23.5516, 9.7557, 12.5540], [21.8956, 10.2736, 10.1900], [22.5380, 11.8315, 10.8316], [19.6583, 10.3484, 10.8367], [20.2602, 12.0210, 10.7563], [19.4015, 11.4281, 12.2234], [14.9637, 19.3303, 16.8714], [14.7207, 20.2002, 15.6223], [14.6479, 21.6575, 15.8538], [14.7486, 22.2824, 14.5720], [14.2930, 23.6334, 14.5882], [15.5856, 19.9597, 14.3734], [16.5873, 19.7680, 14.5491], [15.1306, 19.1689, 13.9305], [15.4532, 20.8791, 13.8415], [15.2091, 18.2777, 16.7471], [14.1127, 19.4430, 17.5234], [15.7899, 19.7713, 17.4385], [13.7213, 19.9907, 15.2255], [15.4735, 22.0304, 16.5021], [13.6724, 21.9438, 16.2502], [14.5643, 24.1986, 15.5155], [13.2027, 23.5889, 14.4379], [14.8252, 24.0651, 13.7251], [21.5533, 13.7490, 16.0113], [21.6174, 12.2667, 16.1566], [21.0826, 11.7180, 17.4344], [21.1702, 10.3214, 17.3164], [21.7826, 9.6802, 18.4980], [20.8675, 11.4850, 15.1060], [21.3421, 11.4648, 14.1991], [20.8279, 10.5257, 15.5046], [19.9600, 11.8898, 14.8593], [22.1862, 14.2722, 16.7396], [20.5214, 14.0942, 16.2369], [21.8221, 14.1375, 15.0092], [22.6550, 11.9750, 16.0221], [20.0720, 12.0593, 17.5588], [21.6645, 12.0908, 18.2772], [21.0935, 9.7551, 19.3717], [22.6945, 10.2467, 18.6104], [22.0141, 8.6374, 18.3149], [20.4868, 17.0337, 23.7561], [19.1898, 16.3471, 23.3489], [19.2815, 15.7276, 22.0220], [18.0798, 14.9945, 21.7375], [18.0043, 14.5251, 20.3726], [18.7700, 15.2623, 24.3611], [17.9095, 14.8400, 24.0612], [19.5967, 14.7183, 24.5919], [18.5143, 15.7120, 25.2399], [20.7264, 17.9182, 23.1753], [21.3495, 16.3829, 23.6762], [20.4745, 17.4732, 24.7646], [18.3252, 17.0672, 23.3361], [20.1557, 15.0690, 21.9735], [19.4577, 16.5259, 21.2398], [18.7209, 13.7449, 20.1623], [18.1977, 15.3357, 19.6305], [17.0137, 14.0882, 20.2246], [12.3064, 7.5680, 13.2946], [13.7800, 7.3902, 12.9685], [14.2929, 8.2144, 11.8148], [15.7162, 8.0917, 11.8039], [16.2860, 7.5298, 10.6208], [14.7238, 7.8272, 14.0950], [14.7137, 8.8434, 14.3231], [14.6043, 7.3251, 14.9737], [15.6879, 7.6419, 13.8111], [11.9401, 6.7478, 13.8845], [11.6426, 7.6760, 12.4638], [12.2039, 8.5258, 13.8394], [14.0905, 6.3288, 12.9023], [13.9710, 9.2379, 11.9860], [13.8923, 7.7459, 10.9135], [15.6712, 6.6974, 10.2755], [17.3086, 7.2302, 10.8076], [16.2717, 8.2245, 9.7916], [9.4499, 12.5944, 16.8907], [10.7529, 12.8800, 16.0926], [11.0413, 12.6877, 14.9802], [11.8857, 13.4603, 16.9017], [12.1887, 12.7891, 17.5894], [12.6603, 13.7300, 16.3013], [11.4749, 14.7188, 17.5763], [8.8143, 12.0196, 16.2334], [8.9815, 13.5886, 17.1025], [9.5048, 12.1464, 17.8816], [10.7602, 14.4674, 18.3555], [10.9230, 15.3673, 16.8794], [12.3515, 15.1931, 18.0245], [9.5170, 12.8497, 9.1207], [8.8506, 12.7149, 10.4723], [9.3489, 12.7358, 11.5194], [7.4010, 12.2807, 10.4293], [7.2670, 11.6139, 9.6586], [7.1920, 11.7826, 11.2920], [6.5670, 13.4561, 10.2307], [9.1971, 12.1130, 8.4072], [10.5975, 12.6344, 9.3183], [9.4124, 13.8811, 8.8050], [5.4738, 13.1407, 10.2397], [6.7389, 14.0831, 9.3602], [6.6526, 14.1365, 11.1155], [17.8365, 14.9130, 9.1305], [16.6366, 15.7438, 9.2469], [15.9767, 15.7866, 8.0039], [14.5430, 16.2826, 8.2308], [14.5883, 17.3289, 9.3829], [14.9668, 16.8444, 10.1956], [15.3112, 18.0002, 9.0925], [13.2833, 17.9415, 9.7010], [13.4715, 18.8091, 10.9400], [14.2523, 18.2282, 11.9871], [13.5040, 17.4226, 12.9448], [18.4985, 15.0834, 9.9798], [18.3759, 15.1892, 8.2053], [17.4935, 13.8771, 9.0957], [15.9678, 14.8438, 7.4605], [16.5313, 16.4643, 7.3019], [13.8813, 15.4666, 8.5399], [14.1640, 16.7788, 7.3369], [12.6150, 17.1035, 9.9533], [12.9789, 18.5439, 8.8428], [12.5008, 19.1685, 11.2748], [14.0973, 19.6686, 10.6499], [14.1583, 17.4503, 13.8109], [13.3424, 16.3669, 12.6637], [12.5767, 17.9604, 13.1596], [14.6750, 14.1637, 14.0279], [14.6574, 13.3541, 12.6498], [15.9254, 13.0682, 12.0455], [13.5254, 13.7197, 11.9082], [14.1672, 11.8177, 13.3048], [16.0101, 13.6676, 14.8969], [16.5258, 14.7593, 15.5916], [16.7132, 12.5393, 14.4210], [15.0938, 12.9541, 16.0378]],
  "mulliken_charge": [-1.492, 0.182, -0.768, -0.401, -0.739, -0.379, 0.369, 0.389, 0.353, 0.449, 0.483, 0.374, 0.368, 0.466, 0.438, 0.271, 0.408, 0.170, -1.411, 0.384, -0.617, -0.467, -0.757, -0.074, 0.381, -0.013, 0.515, 0.393, 0.415, 0.385, 0.185, 0.372, 0.407, 0.333, 0.331, 0.274, -1.429, 0.414, -0.739, -0.487, -0.703, 0.005, 0.220, 0.483, 0.180, 0.400, 0.327, 0.375, 0.289, 0.305, 0.530, 0.257, 0.374, 0.265, -1.468, 0.229, -0.689, -0.359, -0.731, -0.252, 0.338, 0.353, 0.383, 0.402, 0.422, 0.417, 0.257, 0.379, 0.424, 0.326, 0.298, 0.272, -1.290, 0.272, -0.659, -0.394, -0.755, -0.273, 0.234, 0.394, 0.402, 0.391, 0.368, 0.295, 0.357, 0.273, 0.474, 0.381, 0.229, 0.298, -1.209, 0.579, -0.336, 0.105, 0.416, 0.104, -0.987, 0.326, 0.393, 0.412, 0.436, 0.387, 0.374, -0.925, 0.441, -0.419, -0.088, 0.406, 0.376, -0.848, 0.445, 0.239, 0.316, 0.370, 0.347, 0.346, -0.829, -0.275, -0.607, -0.621, -0.178, 0.373, 0.413, -0.661, -0.574, -0.343, -0.489, 0.226, 0.395, 0.310, 0.461, 0.406, 0.373, 0.379, 0.289, 0.446, 0.449, 0.367, 0.203, 0.065, 0.373, -0.264, 1.064, -0.511, -0.549, -0.334, 0.998, -0.570, -0.500, -0.334]
}